{
  "formula": "C43H63BrN5O12S4",
  "method": "the ωB97M-V functional and the def2-TZVPD basis",
  "elements": ["C", "C", "C", "C", "C", "C", "C", "O", "C", "O", "C", "C", "Br", "C", "N", "C", "O", "N", "C", "C", "C", "C", "N", "C", "C", "O", "C", "C", "C", "S", "C", "N", "N", "C", "O", "C", "C", "O", "C", "C", "C", "C", "C", "C", "H", "H", "H", "H", "H", "H", "H", "H", "H", "H", "H", "H", "H", "H", "H", "H", "H", "H", "H", "H", "H", "H", "H", "H", "H", "H", "H", "H", "H", "H", "H", "H", "H", "H", "H", "H", "H", "H", "H", "C", "C", "C", "S", "O", "O", "C", "H", "H", "H", "H", "H", "H", "H", "H", "C", "C", "C", "S", "O", "O", "C", "H", "H", "H", "H", "H", "H", "H", "H", "C", "C", "C", "S", "O", "O", "C", "H", "H", "H", "H", "H", "H", "H", "H"],
  "xyz": [[-2.0909, 3.1294, 5.2821], [-1.3222, 1.8494, 5.9430], [-1.7977, 0.5482, 5.1136], [-1.0599, -0.8178, 5.6039], [0.4943, -0.7105, 5.1906], [1.3077, -2.1002, 5.2411], [0.4698, -3.3818, 4.7156], [-0.0904, -3.2261, 3.3765], [0.8899, -3.3924, 2.3638], [1.9763, -4.0501, 2.5359], [0.7072, -2.7966, 0.8582], [1.5067, -1.4882, 0.5183], [2.6339, -0.6598, 1.9118], [1.3705, -0.9343, -0.9599], [2.1851, 0.2956, -1.2549], [3.4373, -0.0648, -1.4133], [4.6464, -0.3258, -1.4370], [0.5099, -1.5719, -1.9783], [0.4759, -0.8726, -3.3197], [-0.3845, 0.4980, -3.1371], [-0.9489, 1.1025, -4.5239], [-0.1939, 2.4983, -4.9005], [-0.6616, 3.6736, -4.1066], [0.2635, 4.0184, -2.9955], [-0.4249, 4.3219, -1.5510], [1.5295, 4.0542, -3.0674], [-0.2575, -2.8024, -1.6986], [-1.1448, -3.4979, -2.8340], [-2.3610, -2.6005, -3.4006], [-3.9869, -3.0857, -2.5937], [-4.5498, -1.5246, -1.7860], [-5.6409, -0.7310, -2.2981], [-5.7155, 0.2860, -1.3804], [-4.6874, 0.1401, -0.3474], [-3.8978, -1.0447, -0.6155], [-0.1972, -3.4463, -0.2409], [-1.0360, -4.7668, 0.1834], [-2.4252, -4.5887, -0.1932], [-3.2161, -4.0269, 0.8644], [-2.8363, -2.8087, 1.7674], [-3.7881, -2.2295, 2.9062], [-5.2097, -2.8626, 3.1755], [-5.6109, -4.0838, 2.2445], [-4.6493, -4.6736, 1.1265], [-2.8029, 2.7289, 4.4607], [-1.2877, 3.7510, 4.7533], [-2.6287, 3.6873, 6.1257], [-0.1917, 1.9692, 5.7465], [-1.4924, 1.7597, 7.0790], [-2.9423, 0.3613, 5.2144], [-1.4883, 0.7078, 4.0020], [-1.2127, -1.0250, 6.7385], [-1.6287, -1.6814, 5.0679], [0.5948, -0.1587, 4.1824], [0.9951, -0.0099, 5.9755], [2.3629, -2.0258, 4.7535], [1.5224, -2.3135, 6.3653], [-0.4413, -3.4663, 5.4352], [1.0462, -4.3820, 4.8633], [0.0955, -1.5372, -4.1710], [1.5389, -0.5210, -3.6347], [0.1696, 1.2998, -2.5335], [-1.3195, 0.2132, -2.5007], [-2.0651, 1.3853, -4.3442], [-0.9613, 0.3483, -5.3940], [0.9327, 2.2800, -4.8219], [-0.4812, 2.7173, -6.0078], [-0.7149, 4.5141, -4.7052], [-0.6748, 3.3298, -0.9954], [0.2553, 4.9146, -0.8472], [-1.4130, 4.8618, -1.7694], [-0.4290, -3.6821, -3.7384], [-1.5702, -4.5247, -2.5594], [-2.4829, -2.8872, -4.5232], [-2.1819, -1.4693, -3.3850], [-4.5833, 0.8743, 0.5229], [-0.9460, -5.0381, 1.2930], [-0.6164, -5.6237, -0.4844], [-1.8441, -2.2594, 1.6281], [-3.4918, -1.3280, 3.5470], [-5.9355, -2.4487, 3.9785], [-6.6600, -4.5209, 2.4191], [-5.0626, -5.5491, 0.5113], [6.0550, 2.4764, 0.0140], [5.5341, 3.6721, -0.7860], [5.3630, 4.8374, 0.1898], [6.5515, 4.5710, 1.5003], [5.8330, 4.3177, 2.7285], [7.5941, 5.5674, 1.4077], [7.1807, 3.0196, 0.8834], [6.4041, 1.6729, -0.6385], [5.2534, 2.0765, 0.6449], [6.2644, 3.9406, -1.5566], [4.5934, 3.4412, -1.2925], [5.5625, 5.7966, -0.2899], [4.3657, 4.8440, 0.6341], [7.4356, 2.3637, 1.7158], [8.0705, 3.2338, 0.2868], [1.6363, -7.3778, -4.6443], [0.7969, -8.1967, -5.6263], [-0.2612, -7.2624, -6.2158], [0.4406, -5.6180, -6.1662], [-0.3358, -4.8123, -5.2441], [0.7311, -5.1827, -7.5123], [1.9673, -6.0789, -5.3671], [2.5407, -7.9101, -4.3418], [1.0499, -7.1670, -3.7434], [1.4402, -8.5765, -6.4268], [0.3343, -9.0593, -5.1410], [-0.4984, -7.5232, -7.2482], [-1.1724, -7.2595, -5.6142], [2.2913, -5.2838, -4.6953], [2.7156, -6.2416, -6.1462], [-0.1924, 8.5636, 2.4780], [-1.5833, 8.3051, 1.8962], [-1.5221, 6.9819, 1.1314], [-0.2424, 6.0094, 1.9170], [0.8407, 5.8272, 0.9763], [-0.8503, 4.9003, 2.6184], [0.2440, 7.2466, 3.1058], [-0.2035, 9.3730, 3.2111], [0.4978, 8.8432, 1.6751], [-2.3103, 8.2262, 2.7114], [-1.9076, 9.1212, 1.2461], [-2.4693, 6.4429, 1.1830], [-1.2378, 7.1354, 0.0884], [1.3181, 7.1903, 3.2836], [-0.3018, 7.0522, 4.0322]],
  "atomic_forces_ev_per_a": [[0.820, -0.893, 0.260], [-0.219, -0.087, -1.217], [0.526, -0.733, 0.965], [-0.512, 0.201, -0.705], [0.146, 0.107, 0.792], [0.147, -0.328, 0.369], [0.152, -0.265, 2.781], [2.754, 0.200, -2.607], [3.110, -2.572, 0.904], [-4.975, 3.201, -0.812], [-0.834, 1.873, -2.426], [-2.489, -2.161, -2.919], [-1.281, -0.775, -1.941], [-0.065, -1.788, 2.906], [2.736, -3.823, -0.912], [3.003, -0.289, 1.057], [-7.515, 1.735, -0.177], [0.816, -1.288, 2.738], [0.392, 1.980, -0.832], [-1.497, -0.754, -0.016], [-0.732, 1.189, 0.692], [-0.222, -1.344, -1.797], [1.636, -0.245, 0.793], [3.008, 0.373, 1.947], [-0.229, -0.302, -0.851], [-4.873, -0.533, -0.331], [0.545, -0.228, 3.096], [1.015, 1.063, -0.763], [0.315, -0.201, -1.027], [0.145, 2.229, 0.612], [-1.424, 1.033, -1.512], [5.157, -2.032, 4.227], [3.714, -0.498, 3.772], [-2.994, -0.870, -4.326], [-3.873, 2.231, -1.956], [2.128, 2.806, 0.309], [0.644, 0.309, -1.509], [0.069, 0.700, 2.478], [-3.581, 1.239, 3.127], [-2.578, -1.034, 0.578], [-1.962, -3.176, -1.892], [3.015, -1.507, -3.488], [3.070, 1.731, -0.234], [0.532, 2.989, 2.227], [0.924, 0.909, 1.538], [-1.492, -0.543, 0.872], [0.648, -0.548, -1.612], [-1.740, -0.176, 0.520], [0.150, -0.001, -1.848], [1.885, 0.646, -0.287], [-0.813, -0.231, 1.814], [0.416, 0.585, -1.873], [1.258, 1.345, 0.746], [-0.242, -1.081, 1.410], [-0.772, -1.188, -1.442], [-1.972, -0.098, 0.628], [-0.426, 0.145, -1.910], [1.389, 0.152, -1.661], [-0.830, 1.911, -0.716], [0.310, 0.789, 1.664], [-1.666, -1.022, 0.817], [-0.515, -1.349, -0.976], [1.666, 0.451, -0.920], [1.918, -0.524, -0.322], [0.400, 1.158, 1.320], [-1.542, 0.752, -0.191], [0.762, -0.409, 1.900], [-0.043, -0.674, 0.379], [0.361, 1.521, -1.221], [-0.900, -0.832, -1.399], [1.350, -0.777, 0.501], [-1.246, 0.359, 1.784], [0.901, 1.659, 0.135], [0.219, 0.435, 1.988], [-0.357, -1.755, 0.236], [0.252, -1.654, -1.424], [0.115, 0.646, -1.609], [-0.847, 1.348, 1.297], [-1.653, -0.990, 0.177], [-0.163, -1.521, -1.255], [1.498, -0.841, -1.614], [1.960, 0.539, -0.531], [0.981, 1.525, 0.949], [-0.084, -0.106, -0.056], [-0.014, -0.083, -0.252], [-0.440, 0.114, -0.435], [0.326, 0.252, 0.012], [0.217, 0.166, -0.138], [-0.354, -0.203, 0.337], [0.106, -0.503, -0.137], [-0.015, 0.062, 0.088], [0.079, 0.004, 0.006], [-0.065, -0.041, 0.085], [0.071, 0.100, 0.025], [0.006, -0.042, 0.245], [0.143, 0.032, 0.069], [0.025, 0.212, 0.043], [-0.072, 0.047, 0.103], [-0.029, -0.103, 0.164], [0.146, -0.231, -0.023], [-0.336, -0.501, 0.028], [0.547, -0.440, -0.873], [-0.014, 0.097, -0.386], [-0.353, 0.303, 0.565], [0.348, -0.098, 0.358], [-0.095, 0.085, -0.012], [0.081, -0.001, -0.041], [-0.069, 0.049, 0.091], [0.037, 0.102, -0.093], [-0.048, 0.257, 0.097], [0.077, 0.121, -0.079], [-0.069, 0.061, -0.160], [-0.134, 0.098, 0.008], [0.052, 0.157, -0.124], [-0.158, 0.210, 0.124], [-0.465, 0.261, -0.324], [-0.149, 0.176, 0.477], [-0.058, -0.251, 0.206], [0.340, -0.127, -0.421], [0.198, 0.365, 0.270], [0.031, -0.097, -0.078], [-0.017, -0.021, 0.111], [0.078, -0.001, -0.085], [0.012, -0.118, 0.066], [0.211, -0.112, -0.053], [0.064, -0.106, 0.116], [-0.085, -0.184, -0.053], [0.044, -0.084, -0.111]],
  "lowdin_charge": [-0.12, -0.25, -0.25, -0.21, -0.22, -0.17, -0.17, -0.06, -0.35, 0.06, 0.00, -0.41, 0.82, -0.12, 0.14, -0.17, 0.16, 0.03, -0.12, -0.17, -0.17, -0.22, -0.01, -0.39, -0.02, 0.01, 0.03, -0.18, -0.42, 0.93, -0.54, 0.02, -0.02, -0.05, -0.07, 0.03, -0.12, -0.18, -0.20, -0.01, -0.04, -0.06, -0.05, 0.02, 0.07, 0.05, 0.07, 0.10, 0.11, 0.11, 0.12, 0.13, 0.08, 0.08, 0.12, 0.10, 0.13, 0.14, 0.15, 0.13, 0.14, 0.10, 0.11, 0.12, 0.12, 0.12, 0.13, 0.13, 0.09, 0.05, 0.08, 0.08, 0.12, 0.10, 0.07, 0.14, 0.15, 0.15, 0.08, 0.07, 0.10, 0.09, 0.10, -0.24, -0.21, -0.22, 0.67, -0.32, -0.32, -0.23, 0.11, 0.11, 0.12, 0.11, 0.11, 0.10, 0.11, 0.11, -0.22, -0.21, -0.22, 0.69, -0.36, -0.31, -0.23, 0.12, 0.12, 0.12, 0.12, 0.11, 0.11, 0.11, 0.12, -0.22, -0.21, -0.23, 0.67, -0.34, -0.34, -0.23, 0.12, 0.12, 0.12, 0.12, 0.11, 0.10, 0.11, 0.11],
  "e_homo_ev": -10.7,
  "lumo_energy_ev": -4.4043,
  "total_energy_ev": -190992.08658,
  "charge": 1,
  "homo_lumo_gap_ev": 6.3,
  "multiplicity": 1
}